<1>
C4H10OS | wB97M-V/def2-TZVPD

Geometry as ORCA input:
```
! RIJCOSX wB97M-V def2-TZVPD def2/J DEFGRID3
* xyz 0 3
C 1.434 1.024 1.437
C -2.544 -1.645 -0.188
C 1.185 0.551 -1.258
C -1.995 -0.439 -0.259
O 1.552 -1.341 0.656
S 0.686 -0.198 0.352
H 1.142 1.002 2.545
H 2.425 0.717 1.305
H 1.476 2.054 1.155
H -3.171 -2.039 0.598
H -2.081 -2.427 -0.735
H 0.969 1.629 -1.234
H 2.265 0.650 -1.389
H 0.554 0.166 -2.075
H -2.579 0.434 0.170
H -1.318 -0.138 -1.080
*
```

Output
Gap between HOMO and LUMO (alpha / beta) ... 6.01 / 7.23 eV

<2>
C4H10OS | wB97M-V/def2-TZVPD

Geometry as ORCA input:
```
! RIJCOSX wB97M-V def2-TZVPD def2/J DEFGRID3
* xyz 0 3
C 0.442 0.104 -1.571
C -0.005 1.288 -2.301
C -0.996 -1.401 1.148
C 0.419 -0.941 1.408
O -0.625 1.721 1.156
S 0.501 0.857 0.676
H 1.583 0.020 -1.649
H 0.712 2.001 -2.797
H -0.571 0.914 -3.065
H -0.743 1.724 -1.611
H -1.460 -1.920 1.961
H -1.695 -0.661 0.906
H -0.938 -2.179 0.356
H 1.254 -1.552 0.949
H 0.696 -1.004 2.563
H 1.426 1.029 1.870
*
```

Output
Gap between HOMO and LUMO (alpha / beta) ... 7.77 / 8.21 eV

Most stable to least stable: <1>, <2>

<1>
C4H9NOS2 | wB97M-V/def2-TZVPD

Geometry as ORCA input:
```
! RIJCOSX wB97M-V def2-TZVPD def2/J DEFGRID3
* xyz 0 1
C 0.208 1.844 -1.012
C 0.841 1.511 0.262
C 0.291 0.297 1.211
C -1.323 -0.915 -0.105
H 0.657 2.954 -1.068
H -1.053 1.758 -0.849
H 0.668 1.313 -2.005
H 0.759 2.295 0.974
H 2.198 -0.352 0.661
H -0.736 0.558 1.696
H 1.100 0.114 2.044
H 1.539 -1.030 -1.594
H -1.575 -1.627 -1.110
N -0.047 -0.880 0.455
O 2.202 1.043 0.132
S 1.288 -1.655 -0.319
S -2.597 0.118 -0.001
*
```

Output
Gap between HOMO and LUMO ... 8.23 eV

<2>
C4H9NOS2 | wB97M-V/def2-TZVPD

Geometry as ORCA input:
```
! RIJCOSX wB97M-V def2-TZVPD def2/J DEFGRID3
* xyz 0 1
C -3.622 -0.565 1.509
S -2.093 -1.554 1.376
C -1.024 -0.305 0.827
N 0.134 -0.594 0.402
C 1.123 0.359 -0.082
C 2.309 -0.389 -0.735
S 3.753 0.565 -1.482
O 3.098 1.066 -2.921
H -4.461 -1.250 1.426
H -3.657 0.152 0.694
H -3.651 -0.060 2.470
H -1.456 0.704 0.872
H 1.497 0.944 0.766
H 0.669 1.059 -0.797
H 2.795 -1.009 0.017
H 1.947 -1.029 -1.537
H 2.639 1.905 -2.807
*
```

Output
Gap between HOMO and LUMO ... 9.45 eV
SMILES string ... CS/C=N/CCSO

Most stable to least stable: <2>, <1>